(1)
ORCA calculation (ωB97M-V with the def2-TZVPD basis set) on C36H31IrN4O3PS as an isolated structure.

Geometry as XYZ:
```
77
Properties=species:S:1:pos:R:3:forces:R:3:lowdin_spin:R:1
Ir -0.52628 0.97648 -0.86724 -0.8506 1.6219 2.3957 0.005
C 4.62112 -1.60902 -1.27494 -0.4300 0.1693 -0.0493 -0.002
C 3.28862 -1.98472 -1.45814 0.7858 -0.0504 0.0671 0.000
C 2.28382 -1.05632 -1.33534 -0.2592 1.3092 -0.0205 -0.002
C 2.57952 0.30028 -1.08024 2.6987 -2.0656 -0.1196 0.000
C 3.94042 0.66818 -0.89544 -1.0001 0.0726 -0.0024 -0.002
C 4.92902 -0.27802 -0.98474 0.1861 -0.4215 -0.0503 0.000
N 1.60012 1.23338 -1.00834 -2.3846 4.1162 0.2628 -0.006
N 1.98982 2.49468 -0.98694 1.6893 -4.2595 -0.1853 0.003
C 1.07402 3.42548 -0.90484 -3.7799 1.2441 0.1627 0.000
C 1.41712 4.79688 -0.87914 0.3992 -0.9915 -0.0916 0.002
C 0.44322 5.75838 -0.84024 -0.7915 0.1884 0.0629 -0.002
C -0.90468 5.37998 -0.84154 0.8582 0.0487 -0.0839 0.003
C -1.25878 4.03488 -0.86924 -0.4998 -0.4737 -0.0070 -0.002
C -0.32808 3.01218 -0.87984 1.7235 -0.1015 0.3036 0.002
H 5.40902 -2.34212 -1.35944 0.0454 -0.0437 -0.0167 0.000
H 3.05232 -3.00962 -1.69594 -0.0886 -0.1350 -0.0120 0.000
H 1.25612 -1.34452 -1.46514 -0.0753 -0.0749 0.0148 0.000
H 4.16202 1.70158 -0.67434 0.1332 -0.0677 -0.0167 0.000
H 5.95722 0.01528 -0.83054 0.0525 0.0008 -0.0085 0.000
H 2.46392 5.05208 -0.90294 0.1691 0.0778 -0.0180 0.000
H 0.70422 6.80508 -0.81534 0.0545 0.0488 -0.0118 0.000
H -1.67428 6.13638 -0.82754 -0.0818 0.0400 0.0030 0.000
H -2.32008 3.82888 -0.89204 -0.1558 0.0080 0.0850 0.000
N -2.73248 1.15158 -0.69754 0.8819 0.0290 -0.4692 0.000
C -3.36978 0.82338 0.56826 -0.3347 -0.2202 0.5156 0.000
C -4.75238 0.69938 0.58926 0.1704 0.0064 -0.1153 0.000
C -5.41958 0.47908 1.78106 0.0969 0.0082 -0.0389 0.000
C -4.70348 0.39928 2.96436 -0.0351 -0.0650 0.0059 0.000
C -3.32458 0.50218 2.95036 0.0688 -0.0001 -0.0359 0.000
C -2.63918 0.68778 1.74956 0.3325 0.4827 -0.4171 -0.001
P -0.81788 0.78928 1.72156 -0.5986 -1.7517 -1.8208 -0.002
C -0.19988 -0.91582 1.56256 0.2142 0.1077 0.0555 0.001
C 1.19062 -1.04942 1.58196 -0.2694 0.0952 0.2086 0.002
C 1.77662 -2.29912 1.52216 -0.0362 -0.0909 0.0925 0.000
C 0.97642 -3.42792 1.42586 -0.0137 0.0591 0.0117 0.001
C -0.40518 -3.30102 1.37696 -0.1272 -0.0420 0.0443 0.000
C -1.00128 -2.04962 1.45106 -0.0134 0.1455 0.2712 0.001
C -0.33768 1.18968 3.43536 0.4929 0.8345 -0.5974 -0.001
C -0.29238 2.51358 3.86676 -0.0115 0.0399 -0.0748 0.000
C 0.10432 2.80028 5.16186 0.0059 0.0903 0.0196 0.000
C 0.47382 1.77828 6.02426 -0.0886 -0.0168 -0.1020 0.000
C 0.39502 0.45908 5.60536 -0.0538 0.0188 0.0359 0.000
C -0.00328 0.15988 4.31696 -0.0428 -0.2677 -0.2871 0.000
H -2.97448 2.12378 -0.90934 0.2272 -0.2075 -0.0108 0.000
H -3.19358 0.61158 -1.43394 0.0803 0.1918 0.1508 0.000
H -5.31008 0.79978 -0.33104 -0.0895 0.0110 -0.1025 0.000
H -6.49428 0.39158 1.77986 -0.1093 -0.0012 0.0338 0.000
H -5.22368 0.25668 3.89726 -0.0295 -0.0320 0.1312 0.000
H -2.77498 0.44438 3.87736 0.0523 -0.0163 0.0773 0.000
H 1.79832 -0.16402 1.70266 0.2062 0.0505 -0.0587 0.000
H 2.85042 -2.39452 1.56716 0.0882 0.0065 -0.0079 0.000
H 1.42552 -4.40872 1.42266 0.0456 -0.1038 -0.0740 0.000
H -1.02668 -4.18332 1.32356 -0.0394 -0.0682 0.0026 0.000
H -2.07968 -1.95612 1.47996 -0.0878 -0.0463 -0.0149 0.000
H -0.56018 3.31228 3.18996 0.0150 0.1336 -0.0289 0.000
H 0.14032 3.82418 5.49816 0.0125 0.1180 -0.0036 0.000
H 0.81842 2.00378 7.02156 -0.0108 0.0581 0.0876 0.000
H 0.64852 -0.34532 6.27856 0.0230 -0.0545 0.0562 0.000
H -0.06828 -0.87122 4.00536 0.0886 -0.0600 0.0157 0.000
N -1.29698 -1.23752 -1.51594 0.1562 0.1951 0.3397 0.001
C -0.65328 -1.90352 -2.61794 0.3105 -0.2723 -0.7360 -0.002
C -0.31658 -1.14172 -3.73194 0.0645 -0.1696 0.2416 0.005
C 0.38072 -1.72042 -4.78284 -0.3702 0.1885 0.3607 0.007
C 0.66592 -3.05562 -4.67704 0.8065 -0.5933 -1.4267 0.069
C 0.33062 -3.85462 -3.61744 -0.3861 0.2731 0.5890 0.005
C -0.34368 -3.26052 -2.55964 -0.0286 0.1560 0.0201 0.005
S 1.79822 -3.86202 -5.95134 -4.1062 2.3807 3.2319 -0.005
O 1.19742 -5.15822 -6.02344 1.0272 -1.1726 -0.9780 0.263
O 1.66382 -2.95812 -7.04974 0.9953 -0.2265 -1.2981 0.261
O 2.94072 -3.69342 -5.07634 2.1372 -0.8450 -0.6333 0.391
H -1.27198 -1.84842 -0.69614 0.0515 0.1782 -0.1216 0.000
H -2.28168 -1.14392 -1.75504 0.0171 -0.0115 0.0885 0.000
H -0.55758 -0.08602 -3.75014 -0.0452 0.1908 -0.0463 0.000
H 0.69662 -1.15492 -5.64324 0.0143 0.1134 -0.1080 0.001
H 0.59202 -4.90092 -3.61944 -0.0294 -0.0716 0.1407 0.000
H -0.59758 -3.85042 -1.69064 -0.1234 -0.0165 0.1160 0.001
```
Positions in Å, forces in eV/Å.

Summary:
2S+1: 2
Orbital gap (spin up / spin down), eV: 5.2 / 4.4
Energy above the lowest of the compared OMol25 structures with the same formula, charge and spin, eV: 4.436
E, hartree: -2678.36753
HOMO level (spin up / spin down), eV: -13.24 / -13.25
Charge: +2



(2)
ORCA calculation (ωB97M-V with the def2-TZVPD basis set) on one molecule with the formula C12H18N2.

Geometry as XYZ:
```
32
Properties=species:S:1:pos:R:3:forces:R:3:nbo_charge:R:1
C 3.69652 0.05334 -0.02071 -4.6547 -2.7464 1.1007 0.152
C 2.85372 -1.26049 -0.03393 3.3790 3.3294 -1.5818 -0.247
C 1.60534 -1.15798 -0.53897 -6.7913 -1.6941 2.1695 -0.237
C 0.86390 0.06662 -0.65115 0.7512 2.0361 0.2199 0.149
C 1.58631 1.25663 -0.44279 -0.6327 1.0404 -1.2093 -0.261
C 2.98834 1.31261 -0.15910 1.6332 0.4858 -1.4713 -0.271
C -1.28777 -0.91395 -1.41922 -1.0277 -3.8184 0.5346 -0.232
C -1.97550 -1.59093 -0.02916 -0.9346 -5.0954 -1.4120 -0.443
C -2.17029 -0.80366 1.23039 1.8092 -0.0683 -0.0873 -0.440
C -2.96965 0.45555 0.77965 -1.6587 -1.1363 -0.5019 -0.398
C -1.96281 1.55466 0.59123 1.6909 2.6377 3.2027 -0.422
C -1.42368 1.45461 -0.78360 4.3369 -1.1627 0.4740 -0.207
H 4.76685 0.62528 1.33021 0.6717 2.3568 1.6344 0.366
H 5.22592 -0.83311 1.30279 -1.4071 0.4098 -2.1868 0.387
H 3.46679 -2.18168 0.06984 -0.9468 0.5876 0.2714 0.222
H 0.59194 -1.94731 -0.24161 3.9254 1.1053 -1.3211 0.213
H 0.95141 2.18638 -0.67283 1.6026 -1.1405 0.7249 0.212
H 3.62872 2.41980 -0.32490 -2.0339 -3.5690 0.9999 0.232
H -1.99622 -0.87527 -2.38498 1.0809 1.1424 2.3971 0.216
H -0.59657 -1.74690 -1.84698 -0.7682 1.5037 1.0814 0.223
H -1.39356 -2.52121 0.22924 0.8697 1.1030 -0.1942 0.203
H -2.89878 -2.35427 -0.02268 0.7397 2.2650 -1.3863 0.208
H -2.59588 -1.55787 1.98843 0.3080 1.6558 -0.9285 0.227
H -1.06803 -0.52444 1.55967 -2.4133 -0.1611 -0.1026 0.210
H -3.46863 0.26109 -0.39989 0.9404 0.2143 3.7656 0.183
H -3.82210 0.65526 1.49389 0.9750 0.1789 -0.8408 0.228
H -2.38120 2.53570 0.55683 -1.1490 0.8737 0.3257 0.212
H -1.20242 1.71256 1.53579 -1.5218 -0.9173 -2.4399 0.214
H -2.35665 1.27356 -1.16370 -1.5057 -0.7674 -2.6944 0.211
H -0.98122 2.31820 -1.33870 -0.1026 -0.5073 0.9825 0.209
N 4.89089 -0.05398 0.65808 2.5491 -0.7706 0.6620 -0.830
N -0.56568 0.18118 -0.85115 0.2853 0.6291 -2.1880 -0.488
```
Positions in Å, forces in eV/Å.

Summary:
2S+1: 1
Orbital gap, eV: 7.8
Energy above the lowest of the compared OMol25 structures with the same formula, charge and spin, eV: 7.135
E, hartree: -577.28707
SMILES: Nc1ccc(N2CCCCCC2)cc1
HOMO level, eV: -6.86
Charge: 0



(3)
ORCA calculation (ωB97M-V with the def2-TZVPD basis set) on a 5-piece molecular cluster, C16H44BrN4O4 overall.

Geometry as XYZ:
```
69
Properties=species:S:1:pos:R:3:forces:R:3:nbo_charge:R:1
Br 1.72410 -0.87888 1.13338 0.3059 0.4124 -1.0260 -0.902
C 5.63573 2.58773 1.79525 -0.3880 -0.4533 -0.3709 -0.738
C 5.18343 1.15833 1.63283 0.4193 0.3183 0.8395 0.712
O 5.22817 0.31526 2.44786 -0.1808 -0.3551 -0.0797 -0.404
N 4.71138 0.74210 0.23037 0.0825 0.7294 -0.8298 -0.615
H 3.68432 0.56779 0.18783 0.0845 -0.4503 0.7989 0.471
H 4.86217 1.53192 -0.40129 0.1792 -0.0382 0.0812 0.420
C 5.44847 -0.44664 -0.29515 -1.1653 -0.4778 -0.6741 -0.416
H 5.45148 3.17778 0.89967 0.0849 0.1982 0.1384 0.222
H 6.69857 2.56979 2.03669 0.0424 0.0227 -0.0831 0.295
H 5.11974 3.00066 2.66011 -0.0434 0.0792 -0.0328 0.289
H 5.05535 -1.33068 0.19927 0.4644 0.0839 0.5277 0.261
H 6.52063 -0.31008 -0.25650 0.0533 -0.0313 0.2420 0.256
H 5.11508 -0.56326 -1.33008 0.3600 0.1862 -0.0637 0.201
C 0.87966 -3.11724 -4.28823 -0.6004 0.1220 0.2431 -0.748
C 0.91173 -2.87750 -2.82280 0.4173 -0.8802 -0.0606 0.737
O 0.38277 -3.47567 -1.95412 -0.2570 0.3719 0.1570 -0.446
N 1.95899 -1.84092 -2.37680 0.7846 -0.1348 1.0152 -0.613
H 2.08050 -1.95322 -1.34762 -0.4469 0.2098 0.1362 0.482
H 2.88084 -2.05609 -2.76882 -0.1941 -0.1514 -0.2562 0.436
C 1.60140 -0.44785 -2.69987 -0.8371 0.0974 -1.2933 -0.420
H 1.83542 -3.58361 -4.53744 0.0349 0.2357 -0.3748 0.278
H 0.66100 -2.19915 -4.83233 0.4586 -0.0051 -0.1981 0.260
H 0.07626 -3.81276 -4.51509 0.0536 -0.1378 0.1025 0.291
H 1.63459 -0.37299 -3.78793 0.1914 0.2284 0.0643 0.232
H 2.26429 0.28402 -2.26187 0.0860 -0.1424 0.2956 0.233
H 0.56046 -0.28736 -2.43080 0.1212 0.1513 0.4417 0.241
C -3.15221 5.49861 -0.60923 0.5462 0.0066 0.8232 -0.403
N -2.47116 4.24003 -0.12396 -0.0599 0.0458 -0.6954 -0.199
C -2.18656 4.35911 1.32043 0.0928 -0.1681 0.6698 -0.431
C -3.41850 3.09563 -0.35125 -0.1930 0.3744 0.7249 -0.409
C -1.22690 4.04233 -0.98186 0.1010 -0.4292 0.3016 -0.230
C -0.11068 3.26428 -0.31646 0.1662 0.5434 0.7803 -0.088
O -0.53383 1.95987 0.01781 0.1004 -0.0846 -0.3926 -0.752
H -2.51809 6.33850 -0.32732 0.1741 -0.0127 -0.3982 0.236
H -4.05960 5.64611 -0.02909 -0.3129 -0.2854 -0.4005 0.243
H -3.27262 5.39572 -1.68054 -0.3173 0.2735 -0.0374 0.237
H -3.12291 4.55858 1.83746 0.0013 0.0471 -0.0309 0.243
H -1.47981 5.15525 1.54191 -0.0680 0.1501 -0.2762 0.241
H -1.77130 3.42475 1.69049 -0.0672 -0.0577 -0.0816 0.241
H -2.98393 2.19364 0.06468 0.1568 -0.0909 -0.2666 0.242
H -3.64604 3.03017 -1.40890 0.0308 -0.1184 -0.0442 0.233
H -4.31872 3.33951 0.21170 -0.0917 -0.0973 -0.1427 0.233
H -0.86307 5.03167 -1.24701 0.0310 -0.0160 -0.1010 0.244
H -1.55902 3.48978 -1.85842 -0.0267 0.2725 -0.1761 0.228
H 0.20219 3.80082 0.58950 0.0000 -0.0325 -0.0357 0.180
H 0.76998 3.29994 -0.96625 -0.1990 -0.1880 -0.2669 0.191
H 0.23344 1.43411 0.29612 -0.1306 -0.1607 0.1646 0.511
C -2.72629 -3.93784 0.24398 -1.1788 0.4192 0.0721 -0.431
N -1.99316 -3.77121 1.51862 0.0024 -0.8039 0.6962 -0.200
C -2.79332 -4.33553 2.66495 -0.4752 0.3758 -0.2657 -0.408
C -0.77905 -4.63930 1.42909 0.6988 0.5004 0.1980 -0.410
C -1.52031 -2.32554 1.75103 -0.5333 -1.3642 -1.5145 -0.214
C -2.58075 -1.27878 1.45156 -0.0237 -0.2382 1.0251 -0.090
O -3.77614 -1.68467 2.08678 -0.1526 -0.2017 0.0003 -0.737
H -3.18069 -4.92590 0.19827 0.5704 -0.2492 -0.0860 0.248
H -2.07421 -3.71818 -0.59461 0.0460 -0.1429 -0.0399 0.223
H -3.59695 -3.28190 0.24691 0.2219 0.2145 -0.0065 0.242
H -2.89279 -5.40833 2.53042 0.2111 -0.0565 0.0259 0.228
H -3.78659 -3.90327 2.64219 0.0800 0.1735 0.1913 0.257
H -2.26746 -4.08922 3.58087 -0.0832 -0.0954 0.1182 0.232
H -1.07697 -5.68012 1.40049 -0.0401 -0.0464 -0.3006 0.240
H -0.14421 -4.49101 2.30280 -0.1839 0.0737 0.1018 0.239
H -0.20575 -4.31606 0.56251 -0.0380 -0.3020 -0.1065 0.224
H -0.78789 -2.29208 0.94512 0.5628 0.7426 0.5688 0.236
H -1.09597 -2.31481 2.74724 0.1084 0.2408 0.0059 0.242
H -2.70273 -1.17528 0.37183 -0.0138 0.2188 -0.0038 0.171
H -2.20702 -0.36677 1.92717 0.0487 0.2175 -0.4710 0.204
H -4.48897 -1.04406 2.00648 0.1272 0.1625 -0.0676 0.498
```
Positions in Å, forces in eV/Å.

Summary:
2S+1: 1
Orbital gap, eV: 8.6
Energy above the lowest of the compared OMol25 structures with the same formula, charge and spin, eV: 1.300
E, hartree: -3729.08125
HOMO level, eV: -16.19
Charge: +3



(4)
ORCA calculation (ωB97M-V with the def2-TZVPD basis set) on a 2-piece molecular cluster, C2H4ClN3 overall.

Geometry as XYZ:
```
10
Properties=species:S:1:pos:R:3:forces:R:3:nbo_charge:R:1
C 2.22189 -0.21107 -0.00165 1.2871 -0.6743 0.7056 -0.134
C -0.03520 0.80877 0.01253 0.5496 -0.0024 -0.4000 0.602
N -0.86407 1.69353 0.07382 0.7618 1.0416 0.2660 -0.689
N 1.12948 0.46408 -0.20054 0.0060 -0.6518 0.0711 -0.468
N -1.70686 -1.18701 0.25586 3.6438 -2.4954 0.4547 -0.667
Cl -3.00510 -0.35907 -0.05307 -2.3025 0.6021 -1.1538 0.254
H 3.03659 0.02670 -0.74309 -0.7997 -0.6846 1.0035 0.187
H 2.42980 -0.91880 0.91019 -0.5892 1.5377 -1.7901 0.184
H -1.83197 1.60173 0.21155 -1.1602 -0.3501 0.1853 0.384
H -1.37456 -1.91886 -0.46559 -1.3966 1.6772 0.6577 0.348
```
Positions in Å, forces in eV/Å.

Summary:
2S+1: 1
Orbital gap (spin up / spin down), eV: 5.9 / 9.5
Energy above the lowest of the compared OMol25 structures with the same formula, charge and spin, eV: 4.121
E, hartree: -702.85921
HOMO level (spin up / spin down), eV: -7.12 / -9.63
Charge: 0